C5H13N2 | ωB97M-V/def2-TZVPD

Properties
- E (a.u.) = -307.6265
- strongest force on any atom (eV/Å) = 4.1
- multiplicity = 2

Last column: Mulliken charge in e.
Geometry (Å):
C1 -0.773173 -0.397856 -1.878312  -1.7004
C2 0.347192 -0.763877 -0.905907  -0.7062
C3 -0.216823 -1.134913 0.481789  -1.0032
C4 -0.254478 0.359391 1.081428  0.3927
C5 -1.456126 0.955847 1.442316  -1.0608
N1 0.913224 0.654474 1.849231  -0.6492
N2 1.336107 0.346064 -0.813384  -0.5140
H1 -1.700116 0.024158 -1.483756  0.1796
H2 -0.479591 0.238777 -2.708220  0.6081
H3 -0.985728 -1.298532 -2.476571  0.3940
H4 0.782663 -1.645815 -1.396070  0.6156
H5 0.467866 -1.730277 1.088294  0.6559
H6 -1.221539 -1.513411 0.344416  0.3564
H7 -2.301947 0.897517 0.752105  0.2048
H8 -1.550227 1.646018 2.279869  0.3087
H9 1.299845 0.041179 2.563530  0.2267
H10 0.830231 1.556889 2.304059  0.1700
H11 1.769404 0.627584 0.137666  0.4868
H12 1.017495 1.148059 -1.345427  0.3709
H13 2.175722 -0.011272 -1.317059  0.6637

Atomic forces in eV per Å
C -0.293 -0.347 -0.972
C -1.416 -1.020 0.023
C 0.806 4.017 -0.647
C -2.012 -2.334 1.948
C 0.253 -0.057 -0.789
N 1.108 1.043 0.053
N 1.712 -0.134 0.197
H 0.280 -0.142 0.321
H 0.501 0.570 0.147
H -0.424 -0.080 0.597
H 0.956 0.320 0.206
H -0.127 -0.325 -0.054
H 0.005 -0.347 0.350
H 0.096 -0.226 0.467
H 0.240 0.114 -0.324
H -0.533 -0.703 -0.236
H -0.092 0.048 -0.200
H -1.689 -0.451 -0.747
H -0.107 0.252 0.349
H 0.735 -0.198 -0.691